# 1
Formula: C27H23AuN6O2S
Source: the OMol25 dataset
Level of theory: the ωB97M-V functional and the def2-TZVPD basis

```
60
C27H23AuN6O2S, DFT the ωB97M-V functional and the def2-TZVPD basis
Au 1.59 -0.36 -0.87
C -2.22 -2.83 -1.00
C -2.38 -3.16 0.34
C -1.48 -2.66 1.26
C -0.43 -1.84 0.83
N -0.28 -1.56 -0.47
C -1.15 -2.03 -1.36
C 0.53 -1.23 1.75
C 0.35 -1.15 3.13
C 1.29 -0.48 3.90
C 2.38 0.11 3.28
C 2.51 0.01 1.90
N 1.61 -0.68 1.20
C 3.56 0.68 1.13
C 4.67 1.29 1.71
C 5.57 1.97 0.91
C 5.34 2.04 -0.46
C 4.23 1.39 -0.97
N 3.38 0.73 -0.20
H -2.91 -3.19 -1.75
H -3.19 -3.80 0.66
H -1.57 -2.92 2.30
H -0.98 -1.74 -2.38
H -0.53 -1.57 3.60
H 1.17 -0.41 4.97
H 3.09 0.67 3.86
H 4.83 1.23 2.77
H 6.43 2.45 1.34
H 5.99 2.60 -1.11
H 4.00 1.39 -2.03
C -5.06 -1.01 2.77
C -4.11 -0.23 1.92
C -3.09 0.53 2.48
C -2.16 1.18 1.68
C -2.30 1.12 0.31
C -3.32 0.39 -0.27
C -4.23 -0.28 0.53
S -1.05 1.87 -0.78
C -1.32 3.64 -0.43
O 0.24 1.54 -0.09
H -5.04 -0.68 3.80
H -4.79 -2.07 2.75
H -6.07 -0.93 2.38
H -3.01 0.60 3.56
H -1.35 1.73 2.13
H -3.42 0.35 -1.35
H -5.02 -0.86 0.09
H -1.39 3.81 0.64
H -2.23 3.94 -0.93
H -0.47 4.17 -0.84
N 1.54 -1.91 -4.21
C 1.60 -0.58 -4.04
O 1.84 -0.02 -2.94
C 1.33 0.26 -5.20
C 1.06 -0.28 -6.45
N 0.80 -0.74 -7.47
C 1.28 1.63 -4.97
N 1.19 2.74 -4.70
H 1.41 -2.29 -5.13
H 1.76 -2.54 -3.46
```

**Frontier orbital gap**: 3.557 eV
**LUMO energy**: -9.378 eV
**Total charge**: +2

# 2
Formula: C7H12NOP
Source: the OMol25 dataset
Level of theory: the ωB97M-V functional and the def2-TZVPD basis

```
22
C7H12NOP, DFT the ωB97M-V functional and the def2-TZVPD basis
O -0.56 0.25 -2.22
C -1.09 0.75 -1.29
C -1.31 1.87 -0.38
C -0.45 1.66 0.97
C -1.08 0.33 1.65
C -2.20 -0.13 0.72
N -2.19 0.66 -0.46
H -1.75 2.80 -0.67
H -0.62 2.54 1.59
H 0.63 1.46 0.70
H -0.26 -0.41 1.71
H -1.65 0.47 2.61
H -2.22 -1.21 0.64
H -3.07 0.15 1.33
H 2.47 -0.38 -3.28
P 1.63 -1.26 -2.58
C 2.45 -1.08 -1.15
C 2.13 -1.93 0.08
H 3.21 -0.33 -0.97
H 1.81 -1.27 0.82
H 1.22 -2.45 -0.17
H 2.92 -2.48 0.34
```

**SMILES string**: O=C1[C@@H]2CCCN12.[H]/P=C/C
**Frontier orbital gap**: 9.499 eV
**LUMO energy**: 0.719 eV
**Relative energy (zero: lowest compared OMol25 entry of this formula, charge and spin)**: 49.6 kcal per mole

# 3
Formula: C42H68ClNO11
Source: the OMol25 dataset
Level of theory: the ωB97M-V functional and the def2-TZVPD basis

```
123
C42H68ClNO11, DFT the ωB97M-V functional and the def2-TZVPD basis
C -1.19 3.20 3.26
O -1.67 1.83 3.30
C -0.51 1.01 3.05
C -0.85 -0.51 3.23
C 0.40 -1.46 3.09
C 1.13 -1.11 1.71
C 2.42 -0.25 2.03
C 3.66 -0.93 1.28
C 4.94 0.00 1.35
C 5.35 0.40 -0.13
C 6.89 0.37 -0.40
C 7.47 -0.93 -0.76
C 8.88 -1.01 -1.06
C 9.70 0.21 -0.99
C 9.16 1.51 -0.62
C 10.07 2.77 -0.58
C 10.68 3.13 0.84
C 10.40 2.07 1.95
Cl 12.49 3.38 0.59
C 7.71 1.56 -0.31
C 7.16 2.94 0.09
C 6.70 3.13 1.48
C 6.22 4.46 1.85
C 6.25 5.49 0.82
N 6.64 5.34 -0.47
C 7.08 4.10 -0.78
C 11.20 0.02 -1.38
O 12.11 0.57 -0.84
C 11.41 -1.03 -2.54
O 12.38 -0.80 -3.54
C 11.67 -0.07 -4.60
C 12.13 1.43 -4.72
C 10.89 2.22 -5.33
O 12.41 1.97 -3.44
C 10.66 -2.16 -2.61
C 9.57 -2.35 -1.51
O 9.31 -3.42 -1.02
H -1.95 3.79 2.68
H -1.07 3.52 4.32
H -0.20 3.30 2.74
H 0.33 1.36 3.72
H -0.17 1.26 2.00
H -1.58 -0.77 2.41
H -1.28 -0.63 4.25
H 0.12 -2.54 3.04
H 1.09 -1.36 3.97
H 0.44 -0.52 1.04
H 1.40 -2.03 1.14
H 2.33 0.82 1.70
H 2.69 -0.23 3.12
H 3.88 -1.93 1.73
H 3.29 -1.11 0.23
H 4.60 0.95 1.85
H 5.78 -0.41 1.96
H 4.89 -0.25 -0.92
H 5.00 1.44 -0.38
H 6.87 -1.86 -0.83
H 10.92 2.57 -1.29
H 9.57 3.69 -0.98
H 10.25 4.11 1.14
H 9.30 2.09 2.17
H 10.91 2.38 2.91
H 10.79 1.06 1.68
H 6.71 2.33 2.25
H 5.88 4.70 2.89
H 5.91 6.51 1.13
H 7.42 3.94 -1.84
H 11.72 -0.62 -5.58
H 10.58 -0.03 -4.33
H 13.01 1.51 -5.43
H 10.25 1.46 -5.87
H 11.20 3.06 -6.01
H 10.24 2.66 -4.53
H 12.24 2.93 -3.40
H 10.78 -2.90 -3.43
C -6.48 -2.77 2.80
O -5.15 -2.30 2.97
C -4.97 -1.00 2.43
C -5.01 0.07 3.51
O -6.30 0.15 4.11
C -6.37 -0.53 5.35
H -6.63 -3.63 3.47
H -7.22 -2.01 3.06
H -6.64 -3.10 1.77
H -5.72 -0.79 1.65
H -3.98 -0.99 1.96
H -4.80 1.04 3.05
H -4.24 -0.12 4.27
H -5.89 0.07 6.13
H -5.89 -1.52 5.31
H -7.42 -0.67 5.60
C -8.44 -1.12 -0.25
O -9.04 -1.30 1.02
C -9.59 -0.09 1.54
C -11.09 -0.02 1.33
O -11.42 0.04 -0.05
C -11.82 -1.22 -0.57
H -8.30 -2.11 -0.70
H -9.06 -0.52 -0.92
H -7.46 -0.64 -0.14
H -9.09 0.78 1.10
H -9.38 -0.08 2.61
H -11.47 0.89 1.80
H -11.59 -0.87 1.81
H -12.85 -1.44 -0.27
H -11.16 -2.02 -0.25
H -11.78 -1.16 -1.66
C -14.27 -1.36 -4.61
O -14.07 -2.07 -3.39
C -15.13 -2.96 -3.09
C -14.79 -4.39 -3.46
O -14.64 -4.54 -4.87
C -13.28 -4.54 -5.28
H -13.32 -0.93 -4.92
H -14.63 -2.02 -5.41
H -15.00 -0.56 -4.45
H -16.06 -2.64 -3.58
H -15.29 -2.91 -2.01
H -15.61 -5.04 -3.15
H -13.89 -4.73 -2.94
H -12.83 -5.52 -5.07
H -12.71 -3.76 -4.79
H -13.26 -4.38 -6.36
```

**SMILES string**: COCCCCCCCCc1cc2c(c(C[C@@H](C)Cl)c1-c1cccnc1)C(=O)C(OC[C@@H](C)O)=CC2=O.COCCOC.COCCOC.COCCOC
**Frontier orbital gap**: 8.403 eV
**LUMO energy**: -0.634 eV

# 4
Formula: C36H45F3MoN11OS2Se
Source: the OMol25 dataset
Level of theory: the ωB97M-V functional and the def2-TZVPD basis

```
100
C36H45F3MoN11OS2Se, DFT the ωB97M-V functional and the def2-TZVPD basis
Mo -1.03 -1.02 1.23
N -2.34 -5.21 1.86
C -2.30 -3.87 1.57
S -1.55 -2.83 2.75
N -2.74 -3.48 0.42
N -2.68 -2.08 0.33
C -3.74 -1.54 -0.16
C -4.10 -0.17 0.04
C -5.15 0.40 -0.70
C -5.63 1.65 -0.40
C -5.11 2.33 0.71
C -4.11 1.78 1.48
C -3.56 0.54 1.14
O -2.56 0.06 1.87
H -2.21 -5.46 2.83
H -3.02 -5.75 1.35
H -4.46 -2.21 -0.62
H -5.57 -0.16 -1.53
H -6.42 2.09 -0.99
H -5.51 3.30 0.97
H -3.72 2.31 2.34
F 3.43 -0.90 5.60
C 3.28 0.12 4.74
F 4.04 -0.14 3.65
F 3.83 1.21 5.32
C 1.84 0.38 4.38
C 1.21 1.45 4.97
C -0.11 1.76 4.62
C -0.69 1.01 3.63
N -0.10 -0.05 3.05
C 1.13 -0.48 3.50
S 1.75 -1.98 3.00
H 1.74 2.06 5.69
H -0.64 2.58 5.07
H -1.68 1.24 3.26
C 0.01 3.66 -4.15
C 0.18 2.43 -5.04
C -0.28 1.12 -4.41
C 0.70 0.46 -3.44
N 1.07 1.31 -2.31
C 0.29 1.54 -1.24
Se -1.39 0.79 -0.94
N 0.94 2.39 -0.41
C 0.45 2.89 0.87
C 0.02 4.35 0.80
C -1.18 4.58 -0.11
C -1.59 6.04 -0.15
C 2.18 2.69 -0.96
C 3.23 3.47 -0.48
C 4.36 3.53 -1.27
C 4.44 2.86 -2.50
C 3.39 2.08 -2.97
C 2.26 2.01 -2.17
H 0.19 4.57 -4.71
H 0.70 3.68 -3.30
H -1.01 3.71 -3.75
H 1.22 2.34 -5.37
H -0.41 2.59 -5.94
H -0.46 0.38 -5.19
H -1.24 1.27 -3.90
H 1.63 0.22 -3.95
H 0.28 -0.46 -3.04
H 1.24 2.73 1.61
H -0.39 2.25 1.14
H 0.86 4.97 0.48
H -0.22 4.66 1.82
H -2.01 3.95 0.23
H -0.95 4.23 -1.12
H -1.86 6.41 0.85
H -2.46 6.19 -0.79
H -0.78 6.67 -0.52
H 3.17 4.00 0.46
H 5.20 4.13 -0.95
H 5.34 2.94 -3.09
H 3.46 1.57 -3.92
C 3.51 -0.12 0.29
C 2.08 -0.23 0.50
N 0.96 -0.35 0.67
H 3.72 0.23 -0.72
H 3.95 -1.09 0.48
H 3.91 0.59 1.02
C -0.50 -6.98 -1.21
C 0.78 -6.92 -0.40
C 0.50 -6.95 1.10
C 1.64 -5.72 -0.79
N 0.95 -4.44 -0.63
C 0.62 -3.76 0.46
N -0.04 -2.70 0.06
N -0.07 -2.72 -1.29
N 0.53 -3.76 -1.71
H -1.09 -7.85 -0.92
H -0.30 -7.05 -2.28
H -1.12 -6.10 -1.04
H 1.40 -7.79 -0.64
H -0.22 -6.17 1.39
H 1.41 -6.83 1.69
H 0.04 -7.90 1.38
H 1.90 -5.75 -1.85
H 2.56 -5.68 -0.21
H 0.81 -4.02 1.48
```

**2S+1**: 3
**Frontier orbital gap (alpha / beta)**: 6.897 / 6.427 eV
**LUMO energy (alpha / beta)**: -2.931 / -3.384 eV
**Relative energy (zero: lowest compared OMol25 entry of this formula, charge and spin)**: 28.5 kcal per mole
**Total charge**: +1
**Expectation value of S²**: 2.0170

# 5
Formula: C3H10O3
Source: the OMol25 dataset
Level of theory: the ωB97M-V functional and the def2-TZVPD basis

```
16
C3H10O3, DFT the ωB97M-V functional and the def2-TZVPD basis
C -0.35 0.65 1.80
C -0.04 0.52 0.31
C 0.12 -0.77 -0.21
O 0.47 -0.95 -1.55
H -0.29 1.67 2.09
H -1.39 0.35 1.93
H 0.26 -0.08 2.27
H -0.29 1.18 -0.41
H -0.01 -1.83 0.27
H 1.04 -0.25 -1.70
H -3.47 -0.41 -1.58
H -2.26 -0.50 -0.84
O -2.95 0.17 -1.06
H 2.61 0.64 -0.12
H 3.22 -0.70 -0.58
O 3.31 0.31 -0.61
```

**2S+1**: 2
**Frontier orbital gap (alpha / beta)**: 9.942 / 6.653 eV
**LUMO energy (alpha / beta)**: -5.723 / -9.006 eV
**Relative energy (zero: lowest compared OMol25 entry of this formula, charge and spin)**: 47.7 kcal per mole
**Total charge**: +1
**Expectation value of S²**: 0.7551

# 6
Formula: C10H5BrF2N3O2
Source: the OMol25 dataset
Level of theory: the ωB97M-V functional and the def2-TZVPD basis

```
23
C10H5BrF2N3O2, DFT the ωB97M-V functional and the def2-TZVPD basis
O 3.90 -1.37 -1.22
C 3.11 -0.87 -0.50
F 2.70 -1.48 0.61
N 2.49 0.40 -0.73
C 3.32 1.38 -0.12
O 3.91 1.23 0.90
F 3.43 2.50 -0.82
C 1.13 0.40 -0.17
C 0.77 1.13 0.99
C -0.50 1.04 1.47
C -1.47 0.23 0.83
N -2.71 0.15 1.38
C -3.51 -0.66 0.72
C -3.15 -1.34 -0.46
N -1.97 -1.28 -1.03
C -1.12 -0.49 -0.33
C 0.21 -0.38 -0.79
H 1.49 1.74 1.51
H -0.77 1.57 2.37
H -4.52 -0.78 1.10
H -3.90 -1.95 -0.94
H 0.49 -0.95 -1.67
Br -3.33 -0.23 -3.10
```

**Frontier orbital gap**: 6.001 eV
**LUMO energy**: 2.435 eV
**Relative energy (zero: lowest compared OMol25 entry of this formula, charge and spin)**: 0.0 kcal per mole
**Total charge**: -1

# 7
Formula: C24H41BClN6O4SeV
Source: the OMol25 dataset
Level of theory: the ωB97M-V functional and the def2-TZVPD basis

```
79
C24H41BClN6O4SeV, DFT the ωB97M-V functional and the def2-TZVPD basis
V 0.53 0.21 0.55
C -3.22 -2.58 -1.83
C -2.28 -2.33 -0.70
C -2.13 -3.11 0.43
C -1.14 -2.47 1.17
N -0.73 -1.37 0.51
N -1.42 -1.30 -0.61
B -1.14 -0.14 -1.54
N -1.49 1.17 -0.74
N -1.26 1.35 0.56
C -1.78 2.54 0.93
C -2.41 3.11 -0.15
C -2.23 2.21 -1.19
C -2.78 2.38 -2.57
C -1.69 3.12 2.33
C -0.97 4.48 2.26
C -3.11 3.32 2.90
C -0.90 2.18 3.26
N 0.36 -0.27 -1.98
N 1.36 -0.68 -1.18
C 2.48 -0.77 -1.91
C 2.20 -0.46 -3.23
C 0.85 -0.17 -3.24
C 0.06 0.19 -4.46
C 3.84 -1.17 -1.36
C 4.84 -0.02 -1.61
C 4.33 -2.45 -2.07
C 3.75 -1.44 0.15
C -0.58 -2.91 2.51
C 0.04 -4.31 2.37
C 0.50 -1.93 3.00
C -1.72 -2.95 3.55
H -3.82 -3.50 -1.64
H -2.65 -2.70 -2.77
H -3.92 -1.72 -1.93
H -2.66 -4.01 0.68
H -1.82 -0.19 -2.51
H -2.95 4.05 -0.19
H -3.35 3.33 -2.65
H -3.46 1.54 -2.81
H -1.95 2.42 -3.30
H -1.52 5.19 1.61
H 0.06 4.35 1.85
H -0.88 4.93 3.27
H -3.70 4.01 2.26
H -3.06 3.75 3.92
H -3.65 2.35 2.95
H 0.13 2.02 2.88
H -1.41 1.19 3.34
H -0.83 2.61 4.28
H 2.87 -0.46 -4.07
H 0.72 0.18 -5.36
H -0.37 1.20 -4.35
H -0.75 -0.55 -4.62
H 4.95 0.18 -2.70
H 5.85 -0.29 -1.21
H 4.50 0.91 -1.11
H 4.43 -2.29 -3.16
H 3.62 -3.28 -1.90
H 5.33 -2.75 -1.68
H 3.40 -0.53 0.69
H 4.75 -1.72 0.56
H 3.04 -2.26 0.36
H 0.86 -4.30 1.63
H -0.72 -5.05 2.04
H 0.46 -4.66 3.35
H 1.34 -1.88 2.27
H 0.91 -2.25 3.98
H 0.08 -0.90 3.11
H -2.51 -3.66 3.24
H -2.18 -1.94 3.66
H -1.34 -3.27 4.54
Cl 2.75 0.49 1.24
O 2.93 3.69 -1.30
Se 1.40 3.20 -1.64
O 0.47 4.48 -1.19
O 0.98 1.76 -0.57
O 1.23 2.94 -3.45
H 0.30 -0.07 2.27
```

**2S+1**: 3
**Frontier orbital gap (alpha / beta)**: 5.113 / 5.235 eV
**LUMO energy (alpha / beta)**: 4.192 / 4.191 eV
**Total charge**: -2
**Expectation value of S²**: 2.0348